No. 1
Computed, not measured: one molecule with the formula C5H13N3O at a distorted geometry, with wB97M-V/def2-TZVPD.

CARTESIAN COORDINATES (ANGSTROEM)
H (-0.2224, 3.3111, 0.2719)
N (0.3585, 2.6523, -0.2655)
C (0.2956, 1.4623, 0.2539)
C (-0.5516, 1.2227, 1.4759)
C (1.1310, 0.3532, -0.4108)
O (1.1263, 0.5855, -1.8170)
N (0.7922, -1.0378, -0.1137)
N (1.3655, -1.5100, 1.1389)
C (-0.5601, -1.5612, -0.3121)
C (-1.4972, -0.8611, -1.2893)
H (-0.2677, 0.3238, 2.0174)
H (-0.4559, 2.0739, 2.1569)
H (-1.5984, 1.1480, 1.1687)
H (2.1678, 0.5393, -0.1006)
H (1.1192, 1.5618, -1.8875)
H (1.2120, -2.5181, 1.2410)
H (2.3872, -1.4249, 1.1088)
H (-0.4410, -2.5934, -0.6685)
H (-1.0898, -1.6386, 0.6468)
H (-1.0060, -0.5805, -2.2228)
H (-1.9463, 0.0291, -0.8413)
H (-2.3192, -1.5374, -1.5511)

**HOMO level**: -7.84 eV
**Structure (SMILES)**: [H]/N=C(\C)[C@H](O)N(N)CC
**ΔE to the lowest compared entry with this formula, charge and spin**: 281.1 kJ/mol
**Maximum force**: 2.149 eV/A
**Total energy**: -11911.703 eV
**Gap between HOMO and LUMO**: 8.819 eV

=====

No. 2
Computed, not measured: a 2-piece molecular cluster, C6H11NO overall at a distorted geometry, with wB97M-V/def2-TZVPD.

CARTESIAN COORDINATES (ANGSTROEM)
C (-2.6413, 1.1033, 0.4472)
C (-1.2546, 0.9899, 1.1008)
C (-0.4106, -0.0952, 0.5719)
C (-0.7669, -1.1553, -0.3339)
N (0.2370, -2.0230, -0.3950)
C (1.2289, -1.5854, 0.4868)
C (0.9180, -0.3496, 0.9752)
H (-2.5924, 1.1772, -0.6425)
H (-3.2513, 0.2565, 0.7034)
H (-3.1240, 1.9921, 0.8375)
H (-0.7086, 1.9195, 1.0623)
H (-1.4840, 0.7541, 2.1481)
H (-1.5819, -1.0499, -1.0403)
H (0.1063, -3.0210, -0.5501)
H (2.2432, -1.9768, 0.4964)
H (1.4331, 0.3385, 1.6371)
H (2.8407, 1.7401, -1.3666)
H (1.5192, 2.0605, -2.1595)
O (2.4791, 2.1585, -2.1501)

**2S+1**: 2
**HOMO level (alpha / beta)**: -14.35 / -14.35 eV
**Charge**: +1
**ΔE to the lowest compared entry with this formula, charge and spin**: 88.3 kJ/mol
**Maximum force**: 1.977 eV/A
**Total energy**: -9929.313 eV
**Gap between HOMO and LUMO (alpha / beta)**: 10.299 / 6.697 eV

=====

No. 3
Computed, not measured: a 2-piece molecular cluster, C5H16N3 overall, with wB97M-V/def2-TZVPD.

CARTESIAN COORDINATES (ANGSTROEM)
C (0.5408, -1.5414, 1.6685)
N (-1.3410, -0.3344, 3.3062)
C (-1.0890, 0.0953, 2.0493)
N (-0.2339, -0.3760, 1.2265)
H (1.3875, -1.6732, 1.0076)
H (-0.0646, -2.4455, 1.6345)
H (0.9263, -1.3994, 2.6785)
H (-1.1053, -1.2834, 3.5523)
H (-2.1985, -0.0044, 3.7194)
H (-1.6605, 0.9841, 1.7916)
C (2.1719, 0.8789, -1.1716)
C (0.9940, 0.3001, -1.9221)
N (-0.2951, 0.6949, -1.2824)
C (-1.4981, 0.3776, -2.0951)
H (2.1833, 0.5347, -0.1377)
H (3.0932, 0.5768, -1.6511)
H (2.1520, 1.9765, -1.1704)
H (0.9522, 0.6201, -2.9615)
H (1.0176, -0.7815, -1.9431)
H (-0.2538, 1.6997, -1.1201)
H (-0.3474, 0.2555, -0.3026)
H (-1.6120, 1.1239, -2.8742)
H (-2.3675, 0.3192, -1.4481)
H (-1.3521, -0.5982, -2.5545)

**HOMO level**: -13.25 eV
**Charge**: +1
**ΔE to the lowest compared entry with this formula, charge and spin**: 64.7 kJ/mol
**Maximum force**: 0.473 eV/A
**Total energy**: -9909.045 eV
**Gap between HOMO and LUMO**: 10.671 eV

=====

No. 4
Computed, not measured: a 8-piece molecular cluster, C31H35B2N4O18 overall at a distorted geometry, with wB97M-V/def2-TZVPD.

CARTESIAN COORDINATES (ANGSTROEM)
N (0.3250, 0.7405, -0.5550)
H (0.2244, -0.0952, -1.1287)
H (0.4892, 0.5694, 0.4398)
H (-0.4536, 1.3968, -0.6810)
H (1.1507, 1.3016, -0.8714)
O (-0.6218, -4.4108, -0.4672)
C (-0.9074, -4.0527, 0.6531)
O (-1.3168, -4.8181, 1.6291)
B (-1.2974, -4.0520, 2.8945)
O (-0.8718, -2.6804, 2.5331)
C (-0.6170, -2.6520, 1.2535)
O (-0.2261, -1.6795, 0.6562)
O (-2.6694, -3.9858, 3.4657)
C (-2.6129, -4.2549, 4.7506)
O (-3.4966, -4.1672, 5.5482)
C (-1.1879, -4.6959, 5.0773)
O (-0.4937, -4.6791, 3.9418)
O (-0.7789, -5.0912, 6.1260)
O (-1.4172, 2.8368, 2.8156)
C (-2.1467, 1.8963, 2.6317)
O (-3.1562, 1.5376, 3.3730)
B (-3.7348, 0.2448, 2.8813)
O (-2.8878, -0.1162, 1.7156)
C (-1.9827, 0.8086, 1.5389)
O (-1.0974, 0.8126, 0.7182)
O (-5.1646, 0.3279, 2.5396)
C (-5.8170, -0.6313, 3.1830)
O (-6.9832, -0.8568, 3.0490)
C (-4.8248, -1.2876, 4.1734)
O (-3.6226, -0.7587, 3.9531)
O (-5.0831, -2.1137, 4.9951)
C (3.9120, -2.5223, -0.5740)
C (2.8027, -3.4423, -1.0390)
C (1.9339, -2.5121, -1.9116)
O (2.3906, -1.1816, -1.6046)
C (3.1660, -1.2059, -0.4058)
H (4.6439, -2.4261, -1.3784)
H (4.3927, -2.9414, 0.3111)
H (2.2521, -3.8907, -0.2143)
H (3.2268, -4.2364, -1.6567)
H (0.8737, -2.5198, -1.6578)
H (2.1073, -2.6927, -2.9749)
H (2.5124, -1.1168, 0.4637)
H (3.8541, -0.3570, -0.4196)
C (-0.6066, -2.1484, -4.5221)
C (-1.6804, -2.5309, -3.4957)
C (-1.8639, -1.2872, -2.6209)
O (-0.6497, -0.5470, -2.7613)
C (-0.1531, -0.7589, -4.0822)
H (-0.9621, -2.1581, -5.5513)
H (0.2551, -2.8167, -4.4844)
H (-1.3966, -3.3669, -2.8579)
H (-2.6327, -2.7736, -3.9691)
H (-1.9774, -1.5429, -1.5689)
H (-2.6947, -0.6622, -2.9663)
H (0.9141, -0.5450, -4.0989)
H (-0.6806, 0.0056, -4.6737)
N (2.2153, 2.5144, -1.6863)
C (2.0524, 3.8310, -1.5125)
C (2.9442, 4.8071, -1.9403)
C (4.0101, 4.3723, -2.7204)
C (4.1888, 3.0203, -2.9539)
C (3.2576, 2.1337, -2.4293)
H (1.1558, 4.2001, -1.0252)
H (2.8257, 5.8625, -1.7477)
H (4.7263, 5.0930, -3.0972)
H (5.0209, 2.7238, -3.5768)
H (3.3783, 1.0725, -2.6199)
N (-1.7185, 2.7495, -1.4443)
C (-1.8619, 3.0776, -2.7413)
C (-2.4846, 4.2325, -3.1979)
C (-3.1159, 5.0527, -2.2676)
C (-3.0528, 4.7190, -0.9299)
C (-2.3568, 3.5670, -0.5882)
H (-1.3599, 2.3721, -3.3945)
H (-2.4736, 4.5012, -4.2443)
H (-3.8349, 5.8201, -2.5331)
H (-3.5292, 5.2532, -0.1211)
H (-2.2942, 3.3046, 0.4626)
N (1.9422, 0.9944, 1.8186)
C (1.5679, 0.4973, 3.0063)
C (2.3382, 0.6134, 4.1525)
C (3.6135, 1.1613, 4.0412)
C (3.9809, 1.7290, 2.8334)
C (3.1076, 1.6259, 1.7486)
H (0.6280, -0.0345, 3.0850)
H (1.9248, 0.2610, 5.0868)
H (4.2922, 1.2292, 4.8813)
H (4.8725, 2.3323, 2.7269)
H (3.3795, 2.0941, 0.8100)

**HOMO level**: -6.54 eV
**Charge**: -1
**ΔE to the lowest compared entry with this formula, charge and spin**: 244.1 kJ/mol
**Maximum force**: 7.692 eV/A
**Total energy**: -76894.276 eV
**Gap between HOMO and LUMO**: 8.279 eV

=====

No. 5
Computed, not measured: a 2-piece molecular cluster, C7H18ClNOP overall at a distorted geometry, with wB97M-V/def2-TZVPD.

CARTESIAN COORDINATES (ANGSTROEM)
C (-2.0354, 0.2693, 1.9472)
C (-0.0962, 1.8010, 2.1640)
C (0.5354, -0.6172, -3.2353)
C (-2.0007, -0.6876, -3.0332)
C (2.7075, -0.9495, 1.7955)
C (-0.5442, 0.4150, 2.0714)
C (-0.6857, -0.0159, -3.1589)
N (0.0927, -0.2498, 0.8958)
O (1.6173, -1.1826, -0.7784)
P (1.7334, -0.2609, 0.4192)
Cl (2.4708, 1.5203, -0.1971)
H (-2.4670, 0.8702, 2.7797)
H (-2.3317, 0.7626, 0.8927)
H (-2.4281, -0.7100, 2.0134)
H (0.9506, 1.9307, 2.2546)
H (-0.7056, 2.3053, 2.9324)
H (-0.2116, 2.3262, 1.0949)
H (0.5106, -1.7066, -3.1559)
H (-0.4835, 0.0397, 0.1167)
H (1.4784, -0.0596, -3.1809)
H (-2.7266, -0.0382, -3.4847)
H (-2.1407, -0.8691, -1.9552)
H (-1.9582, -1.5935, -3.6292)
H (1.9515, -1.4481, 2.4090)
H (3.1201, -0.0710, 2.2932)
H (3.5041, -1.6628, 1.4191)
H (-0.1895, -0.1172, 2.9858)
H (-0.7569, 1.0106, -3.0433)
H (1.0891, -1.0114, -1.6326)

**HOMO level**: -13.57 eV
**Charge**: +1
**ΔE to the lowest compared entry with this formula, charge and spin**: 0.0 kJ/mol
**Maximum force**: 3.941 eV/A
**Total energy**: -32893.655 eV
**Gap between HOMO and LUMO**: 10.769 eV

=====

No. 6
Computed, not measured: a 2-piece molecular cluster, C14H20N6O4S overall at a distorted geometry, with wB97M-V/def2-TZVPD.

CARTESIAN COORDINATES (ANGSTROEM)
O (-5.1149, 3.7037, 2.7944)
N (-6.0080, 3.2563, 2.0649)
O (-7.2003, 3.2238, 2.3913)
C (-5.6440, 2.7500, 0.7913)
C (-6.6210, 2.3166, -0.1407)
C (-6.2551, 1.8138, -1.3979)
C (-4.9069, 1.7361, -1.7373)
N (-4.3035, 1.2758, -2.8963)
N (-3.0223, 1.3732, -2.7574)
N (-2.7744, 1.8931, -1.5255)
C (-3.9439, 2.1444, -0.8497)
C (-4.2852, 2.6510, 0.4063)
H (-7.6786, 2.3687, 0.1037)
H (-7.0023, 1.4831, -2.1119)
H (-1.8431, 1.9675, -1.1170)
H (-3.4905, 2.9578, 1.0802)
C (4.1963, -4.3213, -0.2206)
N (4.0230, -2.9331, 0.2021)
C (3.3404, -2.5444, 1.2849)
O (2.8129, -3.3606, 2.0302)
C (3.2334, -1.0405, 1.6249)
C (1.7952, -0.4969, 1.4900)
C (1.0434, -0.9588, 0.2361)
S (-0.6059, -0.2277, 0.0670)
C (-1.3197, -1.4111, -1.1063)
N (4.2043, -0.1135, 0.9997)
C (4.4700, 0.1023, -0.2907)
C (5.4582, 1.2049, -0.5903)
O (3.9796, -0.5342, -1.2106)
H (4.4915, -4.9369, 0.6318)
H (3.2538, -4.7005, -0.6194)
H (4.9633, -4.3855, -0.9935)
H (4.3337, -2.2026, -0.4284)
H (3.4534, -0.9992, 2.6916)
H (1.2237, -0.8359, 2.3554)
H (1.8124, 0.5935, 1.5169)
H (1.6156, -0.7062, -0.6540)
H (0.9336, -2.0430, 0.2779)
H (-2.3484, -1.1274, -1.3320)
H (-0.7360, -1.4099, -2.0275)
H (-1.3107, -2.4113, -0.6717)
H (4.7011, 0.4829, 1.6412)
H (6.4059, 0.9907, -0.0989)
H (5.6125, 1.2581, -1.6680)
H (5.0574, 2.1533, -0.2362)

**HOMO level**: -8.87 eV
**Structure (SMILES)**: O=[N+]([O-])c1ccc2nn[nH]c2c1.CNC(=O)[C@H](CCSC)NC(C)=O
**ΔE to the lowest compared entry with this formula, charge and spin**: 347.2 kJ/mol
**Maximum force**: 3.771 eV/A
**Total energy**: -42805.624 eV
**Gap between HOMO and LUMO**: 7.780 eV

=====

No. 7
Computed, not measured: one molecule with the formula C4H7NO, with wB97M-V/def2-TZVPD.

CARTESIAN COORDINATES (ANGSTROEM)
C (-1.1101, 0.5992, 0.8797)
C (-0.0439, 0.1163, -0.0755)
C (1.2954, 0.7758, 0.0346)
O (1.9166, 1.2872, -0.8659)
C (0.1266, -1.3231, -0.4004)
N (-0.5111, -0.4074, -1.3419)
H (-1.4996, 1.5708, 0.5560)
H (-1.9436, -0.1081, 0.8925)
H (-0.7193, 0.7014, 1.8976)
H (1.7277, 0.6723, 1.0528)
H (1.1354, -1.6620, -0.6336)
H (-0.5018, -2.0544, 0.1012)
H (0.1276, -0.1680, -2.0970)

**HOMO level**: -9.94 eV
**Structure (SMILES)**: C[C@@]1(C=O)CN1
**ΔE to the lowest compared entry with this formula, charge and spin**: 191.2 kJ/mol
**Maximum force**: 0.524 eV/A
**Total energy**: -7797.663 eV
**Gap between HOMO and LUMO**: 10.883 eV

=====

No. 8
Computed, not measured: C25H23N6OS2V as an isolated structure at a distorted geometry, with wB97M-V/def2-TZVPD.

CARTESIAN COORDINATES (ANGSTROEM)
V (1.1614, 0.1069, 0.4071)
C (2.6684, -2.3389, 3.5570)
C (2.3227, -1.2621, 2.6044)
N (1.2031, -1.1708, 1.9847)
N (0.1066, -1.9018, 2.2928)
C (-0.8392, -1.5009, 1.5173)
O (-0.5665, -0.3996, 0.7613)
C (-2.2174, -1.9787, 1.5514)
C (-2.5364, -2.9226, 2.5840)
C (-3.7967, -3.4953, 2.6444)
C (-4.6962, -3.2428, 1.6288)
C (-4.3886, -2.3789, 0.5785)
C (-3.1420, -1.7438, 0.5601)
C (3.3310, -0.2846, 2.1998)
C (4.6395, -0.1803, 2.5587)
C (5.5008, 0.8349, 2.0681)
C (4.8540, 1.9675, 1.4399)
C (3.5243, 1.8101, 1.0724)
N (2.8316, 0.7327, 1.3497)
H (1.7328, -2.8736, 3.8464)
H (3.0977, -2.0057, 4.5308)
H (3.4028, -2.8974, 3.0361)
H (-1.7950, -3.1377, 3.3278)
H (-4.0407, -4.0965, 3.5230)
H (-5.6674, -3.7395, 1.5778)
H (-5.2386, -2.2676, -0.1592)
H (-2.9006, -1.0452, -0.2085)
H (5.0954, -0.8089, 3.3023)
H (6.5476, 0.8983, 2.4408)
H (5.4111, 2.8677, 1.2459)
H (2.9394, 2.5845, 0.6102)
S (1.7499, -1.0541, -1.3866)
C (0.1493, -1.4052, -2.1011)
N (-0.6562, -2.4256, -1.6638)
C (-1.8345, -2.7191, -2.2049)
C (-2.3331, -1.9737, -3.2892)
C (-1.6029, -0.8889, -3.6792)
C (-0.3434, -0.5932, -3.1435)
H (-0.2535, -2.9383, -0.8575)
H (-2.5765, -3.3647, -1.6928)
H (-3.2481, -2.2526, -3.7175)
H (-1.9992, -0.2696, -4.4146)
H (0.3037, 0.2498, -3.3917)
N (-1.5699, 5.7889, -3.0076)
C (-1.0639, 4.6265, -3.2949)
S (-0.9239, 3.8329, -4.6965)
C (-0.4440, 3.8120, -2.0971)
C (0.8918, 3.4005, -2.2269)
C (1.3623, 2.4893, -1.3265)
N (0.5751, 1.9609, -0.3672)
C (-0.6744, 2.3789, -0.2253)
C (-1.1994, 3.3844, -1.0226)
H (-1.9600, 6.3310, -3.7360)
H (-1.3091, 6.1836, -2.1368)
H (1.5189, 3.6695, -3.0292)
H (2.3578, 2.1111, -1.3761)
H (-1.1755, 1.7923, 0.5488)
H (-2.2864, 3.7442, -0.8973)

**2S+1**: 2
**HOMO level (alpha / beta)**: -15.66 / -15.66 eV
**Charge**: +3
**ΔE to the lowest compared entry with this formula, charge and spin**: 19.1 kJ/mol
**Maximum force**: 3.086 eV/A
**Total energy**: -84618.740 eV
**Gap between HOMO and LUMO (alpha / beta)**: 4.405 / 4.879 eV

=====

No. 9
Computed, not measured: a 2-piece molecular cluster, C17H13N5O4S overall at a distorted geometry, with wB97M-V/def2-TZVPD.

CARTESIAN COORDINATES (ANGSTROEM)
N (-3.4335, -1.0604, 2.1190)
C (-2.3811, -0.5459, 2.1157)
C (-1.0782, 0.0476, 2.1448)
C (0.0410, -0.7949, 1.9444)
C (1.3170, -0.2351, 2.1470)
N (2.5432, -0.8298, 1.8499)
O (2.8912, -1.9454, 1.4843)
O (3.4999, 0.2343, 1.9737)
N (2.8933, 1.4352, 2.2701)
C (1.5632, 1.1336, 2.3638)
C (0.4053, 2.0108, 2.4118)
N (0.4948, 3.4492, 2.3804)
O (1.5903, 4.0421, 2.3535)
O (-0.5976, 4.0723, 2.3655)
C (-0.8755, 1.4304, 2.3581)
H (-0.0219, -1.8880, 1.9644)
H (-1.7450, 2.0739, 2.4818)
C (-1.5052, -2.7245, -2.3296)
S (-1.4385, -2.2443, -0.5654)
C (-0.8128, -3.8212, 0.1044)
C (-0.0176, -1.2879, -0.4926)
C (0.0395, -0.0503, -1.1905)
C (1.2985, 0.5854, -1.3219)
C (1.4193, 1.7932, -1.9824)
C (0.2871, 2.3879, -2.5601)
C (0.4138, 3.6257, -3.2822)
N (0.5098, 4.6351, -3.8696)
C (-0.9713, 1.7944, -2.4090)
C (-1.1100, 0.5953, -1.7361)
H (-1.7417, -1.8355, -2.9218)
H (-0.5431, -3.1571, -2.6249)
H (-2.3156, -3.4599, -2.3832)
H (-0.5304, -3.6806, 1.1518)
H (-1.6647, -4.5070, 0.0322)
H (0.0324, -4.1686, -0.5003)
H (0.9127, -1.8561, -0.3321)
H (2.1722, 0.0692, -0.9163)
H (2.3972, 2.2577, -2.0994)
H (-1.8395, 2.2742, -2.8697)
H (-2.0987, 0.1451, -1.6295)

**HOMO level**: -7.52 eV
**Maximum force**: 2.613 eV/A
**Total energy**: -44304.835 eV
**Gap between HOMO and LUMO**: 5.497 eV

=====

No. 10
Computed, not measured: an isolated ion of composition C7H10N3 and charge +1 at a distorted geometry, with wB97M-V/def2-TZVPD.

CARTESIAN COORDINATES (ANGSTROEM)
C (-0.0578, -1.5509, -1.7478)
N (0.0815, -0.6123, -0.6093)
C (0.2610, 0.8757, -0.6318)
C (0.4626, 2.0187, -1.3173)
C (0.3656, 2.9845, -0.2434)
C (0.3214, 2.4931, 0.9740)
N (0.2180, 1.1548, 0.7729)
C (-0.0550, 0.0498, 1.4858)
N (-0.1889, -0.9491, 0.6518)
C (-0.5278, -2.3373, 1.1874)
H (-0.1778, -1.0181, -2.7130)
H (0.8461, -2.1045, -1.7608)
H (-0.8265, -2.1877, -1.6367)
H (0.6001, 2.3004, -2.3379)
H (0.3879, 4.0214, -0.5869)
H (0.1597, 2.8935, 1.9654)
H (-0.1655, 0.0455, 2.5268)
H (0.3533, -3.0007, 0.8920)
H (-1.4392, -2.7966, 0.7892)
H (-0.6187, -2.2803, 2.3395)

**HOMO level**: -12.30 eV
**Structure (SMILES)**: Cn1c2cccn2c[n+]1C
**Charge**: +1
**ΔE to the lowest compared entry with this formula, charge and spin**: 270.5 kJ/mol
**Maximum force**: 4.879 eV/A
**Total energy**: -11882.210 eV
**Gap between HOMO and LUMO**: 8.979 eV